Formula: C70H181N19O26
Source: the OMol25 dataset
Level of theory: wB97M-V/def2-TZVPD

Geometry as XYZ:
```
296
Properties=species:S:1:pos:R:3:forces:R:3:mulliken_charge:R:1
C 14.455 22.877 18.680 -2.207 -1.437 -1.502 -0.57
O 15.287 23.543 19.503 1.161 1.502 0.447 -0.49
C 16.327 22.834 20.090 1.231 0.377 0.463 0.92
C 17.227 22.058 19.142 -1.960 -2.874 0.345 -0.93
N 18.305 21.266 19.775 -0.068 0.197 0.294 0.80
C 18.232 19.861 19.362 0.168 -0.078 1.629 -1.07
C 16.946 19.224 19.993 1.057 0.603 -0.828 1.59
O 16.198 18.607 18.977 0.879 -0.166 -0.254 -0.53
C 14.932 18.212 19.345 -2.047 1.071 -1.399 -0.65
H 13.598 23.541 18.516 0.258 0.010 -0.405 0.30
H 13.963 22.001 19.167 0.559 0.006 -0.162 0.16
H 14.882 22.548 17.685 -0.315 0.387 0.977 0.25
H 15.934 22.247 20.900 -0.239 -0.925 0.416 -0.19
H 16.946 23.586 20.563 0.168 0.297 0.238 -0.37
H 17.715 22.707 18.505 0.507 1.601 -1.777 0.51
H 16.514 21.343 18.559 1.462 1.146 0.589 0.24
H 19.204 21.682 19.491 -0.341 -0.257 0.115 -0.64
H 19.157 19.328 19.731 -0.926 0.544 -0.321 -0.06
H 18.202 19.758 18.296 -0.164 -0.192 -0.811 0.56
H 16.319 19.986 20.474 0.279 -0.044 0.171 -0.15
H 17.330 18.510 20.705 -0.446 -0.478 0.658 -0.43
H 14.209 19.092 19.429 0.821 -0.728 -0.029 0.16
H 14.830 17.655 20.238 0.390 -0.681 1.286 0.19
H 14.555 17.582 18.530 -0.010 0.134 0.146 0.36
C 20.620 18.328 26.228 -0.489 1.557 -0.905 -0.14
O 19.340 18.015 26.832 1.535 -1.039 0.463 0.39
C 19.431 16.868 27.695 0.276 0.686 0.004 -0.91
C 19.840 15.621 26.974 0.668 -1.666 0.372 -0.94
N 18.992 15.083 25.910 -1.017 -0.119 0.025 0.03
C 17.554 14.849 26.184 1.034 0.421 1.715 -0.56
C 16.862 14.659 24.873 -0.335 0.214 -0.598 -0.86
O 17.120 15.799 24.012 -0.040 -0.301 1.944 -0.10
C 16.541 15.663 22.783 0.784 -0.664 -3.483 -0.19
H 20.398 19.311 25.732 0.586 -0.751 0.540 -0.31
H 21.029 17.694 25.426 -0.910 -0.474 0.046 -0.32
H 21.499 18.412 26.882 -0.628 0.244 0.627 0.63
H 18.481 16.638 28.122 -1.204 0.477 0.044 0.59
H 20.038 17.074 28.611 0.249 -0.065 -0.824 0.39
H 19.895 14.822 27.754 -0.127 0.400 -0.321 0.48
H 20.880 15.660 26.622 -0.256 0.194 -0.256 0.12
H 18.854 15.666 25.107 1.258 0.908 -0.476 0.22
H 17.108 15.674 26.778 -0.034 -0.095 -0.524 0.25
H 17.465 13.977 26.849 -0.225 -0.132 -0.428 0.44
H 15.781 14.505 25.034 0.236 0.206 -0.207 0.40
H 17.273 13.784 24.371 0.002 -0.243 -0.103 0.40
H 16.796 16.552 22.112 -0.083 -0.989 1.093 -0.33
H 15.449 15.613 22.779 -0.113 -0.205 0.346 0.37
H 16.981 14.728 22.211 -0.950 1.562 1.031 0.13
C 25.611 23.616 31.586 0.675 0.702 -0.751 -0.72
O 25.047 23.327 30.321 0.011 0.234 -1.177 -0.06
C 25.905 23.723 29.222 0.835 1.806 2.201 -1.39
C 25.361 23.471 27.879 -0.378 -1.731 1.111 0.84
N 24.132 24.170 27.756 0.991 1.217 -2.851 -0.47
C 23.576 23.966 26.426 -1.286 -0.134 1.037 0.39
C 22.149 24.461 26.578 1.366 0.108 -0.074 -1.61
O 21.455 23.474 27.299 0.120 -0.136 -0.199 0.25
C 20.381 24.053 27.971 -0.647 -0.221 0.739 -0.92
H 26.476 22.960 31.770 0.000 0.300 0.075 0.28
H 24.824 23.371 32.249 -0.572 -0.172 1.046 0.15
H 25.895 24.708 31.746 -0.256 -1.193 -0.450 0.22
H 26.864 23.267 29.417 0.584 -0.339 -0.281 0.44
H 26.034 24.818 29.324 0.162 -0.179 0.043 0.62
H 25.193 22.377 27.901 0.111 -0.123 -0.847 -0.54
H 26.085 23.750 27.082 -0.535 -0.139 0.553 0.26
H 23.407 24.037 28.404 -0.319 -0.839 1.399 0.29
H 23.517 22.902 26.165 0.097 -0.163 -0.099 -0.34
H 24.141 24.456 25.658 0.327 0.499 -0.370 0.25
H 21.690 24.682 25.647 -0.752 0.038 -1.119 0.67
H 22.182 25.390 27.150 -0.044 0.164 0.101 0.53
H 19.776 24.626 27.260 -0.134 0.247 0.252 0.43
H 20.714 24.674 28.835 -0.176 -0.094 -0.600 0.38
H 19.793 23.229 28.367 -0.236 0.020 0.138 0.00
C 25.653 25.460 22.079 -0.196 -0.105 -0.342 -0.53
O 26.372 24.305 21.658 -0.535 0.505 0.011 -0.47
C 25.580 23.162 21.311 0.338 -0.234 -0.315 0.06
C 24.879 22.431 22.467 2.090 0.145 0.352 2.05
N 25.878 22.520 23.581 -1.689 -1.085 0.593 -0.08
C 26.025 21.456 24.611 -0.479 -0.161 -0.653 0.38
C 26.522 20.124 24.027 -0.071 -0.571 0.430 0.06
O 27.803 20.331 23.457 0.022 0.018 -0.427 -0.54
C 27.901 20.396 22.049 -1.391 -0.360 -0.017 -0.42
H 25.003 25.810 21.288 -0.146 0.157 -0.749 0.24
H 26.355 26.310 22.281 -0.519 -1.108 0.286 0.31
H 24.923 25.223 22.866 0.708 0.165 0.499 0.02
H 26.378 22.517 20.870 -0.962 0.159 0.290 -0.66
H 24.790 23.342 20.568 0.442 0.416 -0.281 0.27
H 24.648 21.436 22.024 -0.035 0.277 0.638 -1.26
H 23.987 22.955 22.755 -0.707 -0.014 0.164 -0.05
H 26.744 22.593 23.112 1.252 0.257 -0.108 0.36
H 25.121 21.262 25.199 -0.141 0.277 -0.365 -0.82
H 26.738 21.868 25.338 0.138 -0.353 -0.201 0.26
H 25.824 19.603 23.344 0.107 0.887 -0.224 0.03
H 26.638 19.311 24.766 0.107 0.649 0.400 0.31
H 26.958 20.162 21.499 0.074 0.272 0.675 -0.13
H 28.534 19.586 21.748 1.031 -0.066 -0.453 0.48
H 28.194 21.393 21.725 0.493 -0.078 -0.086 0.24
C 22.056 22.525 32.422 1.169 2.395 -0.176 -0.38
O 21.197 21.656 31.802 -1.686 -0.961 1.273 -0.46
C 21.453 21.248 30.499 -0.324 -0.582 -0.574 1.18
C 20.283 20.370 30.021 -0.070 1.211 0.366 -0.36
N 18.991 21.110 29.988 1.182 0.103 0.129 -0.16
C 18.020 20.372 29.253 -1.518 -1.138 -0.931 0.43
C 16.676 21.112 29.034 0.717 0.545 -0.614 -1.17
O 16.602 21.726 27.654 -0.549 -0.288 2.554 0.18
C 15.643 22.796 27.639 0.547 0.214 0.302 -1.13
H 22.263 23.412 31.723 -0.196 -0.825 0.874 0.20
H 23.052 22.085 32.614 -0.326 -0.057 0.135 0.05
H 21.634 22.962 33.393 0.338 -0.967 -1.409 0.27
H 22.335 20.593 30.452 0.212 0.437 -0.138 -0.58
H 21.553 22.138 29.896 0.339 0.241 -0.634 -0.20
H 20.369 19.476 30.656 -0.788 -0.094 0.036 0.40
H 20.414 20.050 28.990 0.508 -0.013 -0.068 -0.17
H 18.606 21.286 30.905 0.432 0.067 0.278 0.25
H 17.810 19.414 29.785 -0.180 0.186 -0.418 0.32
H 18.391 20.092 28.253 0.097 0.072 0.322 -0.47
H 16.636 21.878 29.825 -0.179 0.255 -0.533 0.50
H 15.819 20.449 29.213 0.109 0.067 -0.486 0.42
H 15.952 23.626 28.285 0.241 -0.161 0.269 0.42
H 14.615 22.542 27.991 0.620 -0.276 -0.682 0.31
H 15.707 23.231 26.640 -0.590 -0.321 -0.079 0.31
C 10.815 17.613 24.506 -0.669 -0.357 -0.823 -0.83
O 12.159 17.846 24.708 0.514 0.569 2.338 -0.41
C 12.951 17.922 23.584 1.585 -2.058 0.317 0.11
C 12.790 19.168 22.832 -0.971 2.044 -0.408 -0.08
N 13.036 20.382 23.610 1.121 0.397 -1.615 -0.24
C 14.393 21.022 23.657 -0.913 -2.805 0.915 -0.30
C 15.266 20.538 24.906 -0.170 1.376 -1.350 0.23
O 15.964 19.343 24.618 0.624 0.841 -0.228 -0.18
C 17.222 19.219 25.339 -1.166 -0.065 -0.286 0.76
H 10.248 18.508 24.736 -0.386 0.064 0.323 0.28
H 10.493 16.741 25.111 -0.009 0.535 -0.348 0.24
H 10.651 17.435 23.428 -0.296 -0.334 0.340 0.38
H 12.659 17.024 23.042 0.375 -0.089 -1.030 0.58
H 14.014 17.767 23.935 -0.978 0.382 -0.398 -0.30
H 11.786 19.280 22.363 0.139 -0.354 0.597 0.29
H 13.395 19.207 21.960 1.060 -0.180 -0.736 -0.33
H 12.688 20.302 24.518 -0.760 -0.265 1.566 0.30
H 14.129 22.047 23.787 0.558 1.060 -0.173 0.43
H 14.848 20.753 22.684 0.247 0.616 0.562 -0.47
H 14.570 20.359 25.743 0.213 0.246 0.011 0.32
H 15.923 21.446 25.175 -0.432 -1.512 -0.181 -0.39
H 17.984 19.938 24.978 -0.345 -0.504 -0.047 -0.41
H 17.511 18.166 25.176 0.087 0.738 0.381 -0.37
H 16.985 19.493 26.371 0.440 -0.522 0.130 0.21
C 18.870 25.925 21.087 -1.469 -0.481 0.536 -0.65
O 19.731 25.183 20.276 1.180 -0.529 0.192 -0.34
C 20.433 24.110 20.951 0.455 1.341 1.415 0.48
C 21.446 23.464 20.041 -0.297 1.706 0.473 -0.01
N 20.838 23.082 18.833 -1.023 -1.287 -0.922 0.37
C 21.798 22.695 17.824 -0.380 -0.860 -0.140 -0.89
C 22.259 23.841 16.998 0.702 0.270 -1.815 0.15
O 21.181 24.185 16.096 0.800 0.376 0.308 -0.47
C 21.437 25.457 15.527 -0.914 -1.207 -1.218 -0.98
H 19.409 26.597 21.767 -0.024 -0.233 0.092 0.26
H 18.123 25.261 21.700 1.339 0.977 -0.921 0.12
H 18.267 26.545 20.403 0.168 -0.236 0.346 0.26
H 19.665 23.489 21.327 -0.868 -1.464 -0.047 -0.66
H 20.947 24.361 21.940 -0.354 0.602 -1.271 0.29
H 21.834 22.598 20.517 0.621 -0.761 0.715 -0.19
H 22.270 24.187 19.863 -0.036 -0.147 0.291 0.04
H 20.153 23.747 18.546 -0.234 0.575 -0.523 0.42
H 21.403 21.902 17.145 0.175 0.471 0.475 0.14
H 22.604 22.273 18.407 0.593 -0.345 -0.314 0.14
H 23.135 23.601 16.313 -0.619 0.038 1.053 0.34
H 22.547 24.696 17.636 -0.207 -0.095 -0.213 0.16
H 21.344 26.175 16.258 -0.082 1.882 1.936 0.42
H 20.651 25.683 14.806 0.083 -0.274 -0.196 0.29
H 22.408 25.598 15.066 0.431 -0.470 -0.249 0.31
C 23.236 13.402 25.589 -0.561 1.140 0.521 -0.90
O 23.146 14.648 24.911 -0.325 0.534 0.426 -0.15
C 22.113 14.677 23.927 0.944 -0.804 -1.083 0.69
C 22.781 14.920 22.538 -1.837 -0.083 0.049 -1.31
N 21.872 15.101 21.397 -0.692 0.672 0.526 0.28
C 20.950 16.235 21.548 -0.174 1.363 1.134 0.69
C 19.869 16.170 20.504 0.865 0.813 0.842 -0.05
O 19.138 15.009 20.848 -0.952 -0.250 -1.947 -0.28
C 18.441 14.567 19.649 0.422 -1.036 0.517 -0.72
H 23.621 12.701 24.895 0.763 -1.096 -0.391 0.35
H 22.247 13.039 25.905 0.140 0.199 0.155 0.34
H 23.878 13.568 26.471 -0.165 -0.342 -0.470 0.21
H 21.383 15.463 24.116 -0.085 -0.216 0.392 -0.69
H 21.679 13.655 23.915 -0.454 0.757 -0.113 0.40
H 23.373 14.062 22.310 0.899 -0.401 -0.082 0.34
H 23.319 15.836 22.543 1.072 0.641 0.483 0.28
H 21.277 14.302 21.261 -0.119 -0.546 0.072 0.41
H 21.472 17.210 21.591 0.187 -0.476 -0.712 -0.23
H 20.360 16.354 22.494 0.485 -0.911 -0.072 -0.50
H 20.380 16.079 19.556 -0.207 -0.279 -0.701 0.37
H 19.296 17.135 20.500 -0.029 -0.925 0.036 -0.35
H 17.886 13.605 19.834 0.348 1.228 0.167 0.30
H 19.158 14.337 18.844 0.044 0.098 0.273 0.16
H 17.817 15.371 19.276 -0.518 0.037 0.030 0.30
C 21.382 18.256 15.861 1.061 2.012 -1.053 -0.31
O 21.404 16.883 15.980 0.650 -1.557 0.816 -0.52
C 22.155 16.509 17.174 0.274 -0.759 -0.928 0.03
C 22.373 14.984 17.243 -1.781 1.436 0.391 -0.82
N 23.240 14.652 18.387 -0.648 -1.586 -1.524 -0.21
C 23.226 13.169 18.553 -0.244 0.423 2.038 0.02
C 24.108 12.424 17.592 -0.274 -0.522 -1.141 -0.60
O 24.070 11.012 17.810 0.530 -0.302 0.701 -0.39
C 25.050 10.521 18.713 0.210 1.024 0.337 -0.71
H 20.581 18.673 16.465 -0.072 0.392 0.098 0.08
H 21.321 18.673 14.800 -0.503 -1.202 1.029 0.33
H 22.368 18.680 16.157 -0.539 -0.034 0.356 0.12
H 21.657 16.832 18.093 0.086 0.417 -0.143 0.17
H 23.165 16.911 17.069 -0.090 0.568 0.367 0.29
H 22.820 14.740 16.307 0.523 -0.612 -0.633 0.62
H 21.319 14.555 17.231 1.127 -0.146 0.361 0.13
H 22.888 15.084 19.226 -0.254 0.024 0.432 0.09
H 22.225 12.698 18.495 0.043 0.472 -0.315 0.18
H 23.490 12.951 19.617 0.347 0.172 -0.690 0.13
H 25.099 12.876 17.449 0.125 -0.356 0.551 0.32
H 23.660 12.447 16.607 -0.183 0.546 -0.367 0.28
H 25.331 11.302 19.420 -0.087 0.096 0.282 0.29
H 25.967 10.250 18.228 0.558 -0.143 -0.757 0.29
H 24.765 9.652 19.288 -0.786 -0.206 -0.068 0.28
C 25.008 19.306 31.523 0.549 -0.142 0.505 -0.27
O 26.150 19.005 30.687 -1.616 1.171 -0.246 -0.48
C 26.256 20.146 29.769 -0.493 -1.142 -0.120 1.41
C 27.556 20.009 29.034 1.968 -0.116 1.213 -1.31
N 28.593 20.595 29.992 -0.655 -0.931 -0.957 -0.10
C 29.630 19.669 30.434 -0.071 0.143 -0.109 -0.96
C 29.071 18.732 31.476 -1.247 0.901 -0.572 -0.27
O 28.690 19.542 32.566 0.264 0.183 -0.025 -0.32
C 28.282 18.796 33.663 -0.993 -0.480 -0.032 -0.78
H 24.723 18.454 32.152 0.559 -0.010 -0.140 0.43
H 24.066 19.584 31.016 0.663 0.043 -0.391 -0.39
H 25.345 20.140 32.148 -0.491 -0.007 0.212 0.32
H 26.224 21.108 30.312 -0.143 -0.513 -0.203 -0.44
H 25.391 20.031 29.106 0.156 0.833 -0.102 -0.06
H 27.590 20.437 28.007 -0.156 -0.041 0.779 0.29
H 27.840 18.931 28.974 -0.569 0.600 -0.353 0.37
H 29.054 21.377 29.600 0.221 0.887 -0.606 0.26
H 30.358 20.299 30.976 0.147 -0.413 -0.541 0.40
H 30.083 19.084 29.587 -0.053 0.442 0.680 0.35
H 29.830 18.050 31.782 0.527 -0.989 0.203 0.59
H 28.132 18.272 31.095 0.858 -0.356 0.200 0.07
H 27.452 18.083 33.407 0.913 0.064 -0.016 0.26
H 27.785 19.490 34.315 0.096 0.414 0.714 0.27
H 29.129 18.306 34.170 -0.328 -0.107 -0.084 0.31
C 23.564 22.230 13.388 -1.011 -0.104 -0.326 -0.64
O 24.662 21.978 14.215 -0.253 -0.053 0.441 -0.26
C 25.377 20.752 14.012 0.426 1.659 -0.750 -0.59
C 26.660 20.981 14.822 -1.151 -1.643 0.502 -0.89
N 26.257 21.436 16.155 -1.551 -0.130 -0.838 0.17
C 27.271 22.027 16.943 1.825 -1.660 0.509 -1.20
C 26.746 22.636 18.196 -0.668 1.490 -1.427 0.29
O 25.571 23.391 17.948 0.110 0.893 0.175 0.29
C 25.825 24.593 17.225 -0.149 -0.073 1.324 -1.03
H 23.833 22.532 12.364 0.337 -0.252 0.057 0.29
H 22.965 23.091 13.777 0.478 -0.885 0.100 0.04
H 22.948 21.312 13.324 -0.096 0.558 -0.019 0.33
H 25.590 20.751 12.931 0.203 -0.614 0.226 0.44
H 24.864 19.814 14.303 -0.187 0.696 0.071 0.27
H 27.373 21.614 14.309 0.071 0.493 -0.097 0.46
H 27.085 19.961 14.880 0.393 0.452 0.216 0.30
H 25.379 21.994 16.132 1.163 -0.350 -0.195 0.34
H 27.981 22.645 16.379 -0.219 0.331 -0.050 0.31
H 27.874 21.175 17.346 0.237 0.523 -0.386 0.32
H 27.523 23.222 18.652 0.392 0.531 0.444 0.57
H 26.436 21.896 18.850 -0.577 -1.557 1.297 -0.50
H 26.039 24.371 16.214 0.194 -0.157 -1.393 0.32
H 26.660 25.173 17.633 0.065 -0.176 0.192 0.34
H 24.940 25.215 17.302 -0.195 -0.005 -0.103 0.17
C 24.479 19.281 19.166 0.382 0.924 -1.141 0.00
O 23.815 20.282 19.479 0.529 -1.226 -0.129 -0.13
N 25.280 19.248 17.997 -1.188 1.436 0.613 -0.14
N 24.448 18.092 19.872 -0.598 0.251 1.528 0.09
H 25.882 18.497 17.890 1.023 -1.788 -0.008 0.18
H 25.531 20.001 17.295 -0.902 -0.179 1.398 -0.15
H 25.180 17.412 19.742 -0.066 0.051 -0.230 0.23
H 24.046 18.066 20.861 0.782 0.503 -1.741 -0.23
C 24.316 18.499 26.927 -0.355 0.328 0.319 0.47
O 24.098 19.712 26.736 0.364 -1.610 0.332 -0.26
N 24.540 17.604 25.919 -0.023 0.530 1.339 0.02
N 24.295 17.951 28.233 -0.181 1.172 -1.288 -0.33
H 24.258 17.873 24.998 -0.110 0.093 -0.823 -0.14
H 24.568 16.635 26.170 -0.134 -0.268 -0.346 0.14
H 24.625 18.625 28.906 -0.173 -0.398 0.192 -0.25
H 24.618 17.018 28.384 0.294 -0.282 -0.068 0.25
C 19.442 22.074 23.813 1.012 0.051 2.410 0.04
O 20.570 22.075 23.305 -0.289 -0.024 -0.739 -0.64
N 18.364 21.544 23.209 -0.129 0.099 -1.369 0.78
N 19.370 22.502 25.131 -0.455 0.217 0.847 0.35
H 18.497 21.399 22.204 -0.082 -0.044 0.150 -0.51
H 17.410 21.748 23.445 -0.027 0.129 0.508 0.01
H 20.263 22.738 25.605 -0.806 -0.344 -0.717 -0.31
H 18.583 22.402 25.804 0.623 -0.150 -1.247 -0.11
C 22.811 19.467 23.004 1.205 -0.244 2.377 0.77
O 23.729 18.597 23.078 -1.078 0.574 -1.362 -0.94
N 22.546 20.187 24.120 -0.369 -0.016 -0.186 1.49
N 22.017 19.771 21.969 -0.877 -0.317 0.487 1.19
H 23.178 20.062 24.888 0.028 0.017 0.570 -1.18
H 21.828 20.911 24.119 0.472 -0.090 -0.003 -0.33
H 21.352 20.514 22.145 0.130 0.169 -0.205 -0.44
H 22.401 19.699 21.073 0.603 -0.070 -1.702 -0.18
```
Forces are in eV/Å.

Values from the calculation:
HOMO level   -8.006 eV
Energy   -5771.76895 Eh
Total charge   0